Record 1
A molecular structure, C4H16CuN11O13. Source: the OMol25 dataset; level of theory: the ωB97M-V functional and the def2-TZVPD basis.

2S+1: 2
Net charge: -1
E_HOMO (spin up / spin down) in Eh: -0.1707 / -0.1707
Gap between HOMO and LUMO (spin up / spin down) in eV: 4.7 / 2.5
ΔE to the lowest compared entry with this formula, charge and spin in kJ/mol: 852.6
Expectation value of S²: 0.756

Positions of all 45 atoms, in Å:
Cu (-3.347, -4.785, -24.261)
N (-3.832, -9.805, -24.921)
O (-3.744, -8.663, -24.451)
O (-3.779, -10.015, -26.139)
O (-3.787, -10.748, -24.173)
N (-3.476, -1.755, -20.216)
O (-3.256, -2.615, -21.060)
O (-3.389, -0.572, -20.473)
O (-3.894, -2.084, -19.067)
N (-2.023, -5.705, -28.945)
O (-1.736, -6.800, -29.324)
O (-1.708, -4.649, -29.476)
O (-2.668, -5.618, -27.912)
C (1.099, -7.152, -22.589)
O (0.286, -6.374, -23.075)
N (2.333, -6.845, -22.529)
N (0.873, -8.357, -22.191)
H (2.564, -5.916, -22.850)
H (2.981, -7.592, -22.326)
H (0.033, -8.910, -22.288)
H (1.652, -8.903, -21.853)
C (-7.918, -5.195, -21.831)
O (-7.049, -5.009, -22.631)
N (-9.143, -5.554, -22.129)
N (-7.906, -4.819, -20.573)
H (-9.374, -5.713, -23.099)
H (-9.867, -5.704, -21.440)
H (-8.708, -5.004, -19.987)
H (-7.049, -4.511, -20.136)
C (-6.106, -0.049, -25.202)
O (-5.476, -1.075, -25.121)
N (-6.815, 0.201, -26.287)
N (-6.268, 0.864, -24.290)
H (-7.376, 1.037, -26.360)
H (-6.722, -0.585, -26.915)
H (-6.783, 1.696, -24.541)
H (-5.977, 0.684, -23.340)
C (-0.315, -0.488, -25.228)
O (-0.660, -1.657, -25.141)
N (-0.496, 0.521, -24.377)
N (0.244, 0.034, -26.271)
H (0.003, 1.391, -24.494)
H (-1.038, 0.415, -23.531)
H (0.671, 0.940, -26.140)
H (0.247, -0.537, -27.104)

Löwdin charges in e:
1 Cu 0.91
2 N -0.67
3 O -0.02
4 O 0.02
5 O 0.02
6 N -0.69
7 O -0.09
8 O -0.08
9 O -0.12
10 N -0.66
11 O 0.13
12 O 0.09
13 O 0.12
14 C -0.82
15 O 0.02
16 N 0.16
17 N 0.17
18 H 0.13
19 H 0.11
20 H 0.13
21 H 0.10
22 C -0.79
23 O 0.06
24 N 0.14
25 N 0.16
26 H 0.11
27 H 0.10
28 H 0.10
29 H 0.13
30 C -0.80
31 O 0.04
32 N 0.14
33 N 0.17
34 H 0.10
35 H 0.12
36 H 0.10
37 H 0.13
38 C -0.76
39 O 0.04
40 N 0.15
41 N 0.14
42 H 0.10
43 H 0.12
44 H 0.10
45 H 0.12

Record 2
A single C4H8O2 molecule. Source: the OMol25 dataset; level of theory: the ωB97M-V functional and the def2-TZVPD basis.

Net charge: 0
E_HOMO in Eh: -0.3522
Gap between HOMO and LUMO in eV: 10.7
ΔE to the lowest compared entry with this formula, charge and spin in kJ/mol: 213.9
SMILES string: CO[C@H]1O[C@@H]1C

Positions of all 14 atoms, in Å:
C (0.649, 0.088, -2.243)
O (-0.610, -0.057, -1.610)
C (0.027, 0.289, 0.794)
C (-0.451, 0.172, 2.217)
C (-0.578, -0.479, -0.297)
O (0.641, -0.900, 0.248)
H (0.438, 0.365, -3.278)
H (1.267, 0.873, -1.787)
H (1.211, -0.851, -2.229)
H (0.556, 1.211, 0.532)
H (-1.026, 1.058, 2.512)
H (-1.088, -0.712, 2.333)
H (0.399, 0.066, 2.901)
H (-1.436, -1.124, -0.092)

Löwdin charges in e:
1 C -0.08
2 O -0.10
3 C -0.27
4 C -0.04
5 C -0.35
6 O 0.01
7 H 0.09
8 H 0.09
9 H 0.09
10 H 0.15
11 H 0.08
12 H 0.08
13 H 0.08
14 H 0.16

Record 3
2 unconnected molecules or ions with the total composition C4H9O4S. Source: the OMol25 dataset; level of theory: the ωB97M-V functional and the def2-TZVPD basis.

Net charge: -1
E_HOMO in Eh: -0.1588
Gap between HOMO and LUMO in eV: 7.8
ΔE to the lowest compared entry with this formula, charge and spin in kJ/mol: 148.7

Positions of all 18 atoms, in Å:
C (1.045, -2.921, -0.138)
C (1.430, -0.460, -0.144)
C (-1.281, -0.117, -0.729)
C (0.605, -1.487, -0.310)
O (-1.837, 4.022, 1.382)
O (-1.085, 1.727, 1.819)
O (0.223, 3.204, 0.145)
O (-0.716, -1.413, -0.624)
S (-0.683, 3.150, 1.713)
H (1.529, -3.047, 0.828)
H (1.752, -3.210, -0.914)
H (0.175, -3.569, -0.189)
H (2.457, -0.641, 0.118)
H (-0.413, 3.585, -0.459)
H (1.122, 0.566, -0.209)
H (-0.825, 0.431, -1.558)
H (-1.162, 0.458, 0.199)
H (-2.336, -0.276, -0.930)

Löwdin charges in e:
1 C -0.04
2 C 0.05
3 C -0.08
4 C -0.44
5 O -0.56
6 O -0.56
7 O -0.40
8 O -0.12
9 S 0.64
10 H 0.07
11 H 0.07
12 H 0.07
13 H 0.05
14 H -0.02
15 H 0.04
16 H 0.09
17 H 0.05
18 H 0.08

Record 4
A molecular structure, C19H40AuGeN2O4S. Source: the OMol25 dataset; level of theory: the ωB97M-V functional and the def2-TZVPD basis.

2S+1: 4
Net charge: +2
E_HOMO (spin up / spin down) in Eh: -0.5381 / -0.5356
Gap between HOMO and LUMO (spin up / spin down) in eV: 9.5 / 6.1
ΔE to the lowest compared entry with this formula, charge and spin in kJ/mol: 16.4
Expectation value of S²: 3.765

Positions of all 68 atoms, in Å:
Au (-0.808, -0.181, -0.398)
C (-1.609, 3.234, -0.340)
C (-0.701, 2.871, 0.816)
C (0.356, 3.942, 1.024)
C (-1.467, 2.578, 2.093)
O (0.000, 1.622, 0.428)
Ge (1.755, 1.193, 0.797)
O (1.474, -0.214, -0.339)
C (2.439, -1.331, -0.473)
C (3.836, -0.753, -0.312)
C (2.121, -2.361, 0.595)
C (2.256, -1.888, -1.872)
O (1.768, 0.552, 2.430)
C (2.610, 0.904, 3.580)
C (2.034, 0.074, 4.718)
C (2.483, 2.390, 3.861)
C (4.047, 0.515, 3.285)
H (-2.156, 4.148, -0.111)
H (-2.343, 2.445, -0.515)
H (-1.035, 3.397, -1.253)
H (-0.125, 4.889, 1.267)
H (0.949, 4.094, 0.119)
H (1.014, 3.698, 1.860)
H (-2.011, 3.465, 2.416)
H (-0.786, 2.279, 2.890)
H (-2.188, 1.773, 1.939)
H (3.997, -0.358, 0.694)
H (4.021, 0.032, -1.049)
H (4.578, -1.536, -0.463)
H (2.200, -1.927, 1.592)
H (2.817, -3.196, 0.524)
H (1.111, -2.752, 0.461)
H (2.397, -1.104, -2.619)
H (1.269, -2.337, -1.987)
H (2.998, -2.665, -2.054)
H (0.990, 0.331, 4.892)
H (2.595, 0.267, 5.632)
H (2.103, -0.989, 4.491)
H (1.438, 2.666, 4.009)
H (2.908, 2.981, 3.044)
H (3.029, 2.652, 4.767)
H (4.123, -0.550, 3.060)
H (4.670, 0.716, 4.156)
H (4.452, 1.094, 2.451)
C (-5.139, -0.736, -0.163)
C (-4.071, 0.315, -0.553)
C (-3.830, 0.435, -2.041)
O (-2.961, 0.096, 0.228)
H (-6.075, -0.465, -0.649)
H (-5.283, -0.764, 0.913)
H (-4.817, -1.716, -0.515)
H (-4.462, 1.267, -0.129)
H (-3.575, -0.539, -2.460)
H (-3.030, 1.145, -2.257)
H (-4.735, 0.789, -2.533)
C (-2.015, -4.476, -3.364)
N (-1.505, -3.168, -3.775)
C (-1.207, -2.787, -5.073)
C (-0.752, -1.520, -5.027)
N (-0.777, -1.147, -3.694)
C (-1.237, -2.157, -2.941)
S (-1.471, -2.262, -1.231)
H (-2.224, -5.056, -4.257)
H (-2.933, -4.350, -2.793)
H (-1.271, -4.991, -2.759)
H (-1.350, -3.452, -5.906)
H (-0.416, -0.860, -5.805)
H (-0.472, -0.261, -3.325)

Löwdin charges in e:
1 Au 0.96
2 C -0.02
3 C -0.63
4 C -0.04
5 C 0.00
6 O -0.41
7 Ge 1.03
8 O -0.39
9 C -0.64
10 C -0.03
11 C -0.01
12 C -0.03
13 O -0.24
14 C -0.65
15 C -0.01
16 C -0.04
17 C -0.03
18 H 0.11
19 H 0.04
20 H 0.10
21 H 0.11
22 H 0.10
23 H 0.06
24 H 0.11
25 H 0.09
26 H 0.08
27 H 0.05
28 H 0.10
29 H 0.11
30 H 0.08
31 H 0.11
32 H 0.07
33 H 0.10
34 H 0.04
35 H 0.11
36 H 0.09
37 H 0.10
38 H 0.09
39 H 0.08
40 H 0.08
41 H 0.11
42 H 0.09
43 H 0.11
44 H 0.08
45 C 0.01
46 C -0.51
47 C -0.05
48 O -0.09
49 H 0.10
50 H 0.10
51 H 0.08
52 H 0.19
53 H 0.06
54 H 0.07
55 H 0.10
56 C 0.01
57 N -0.10
58 C 0.00
59 C -0.02
60 N 0.09
61 C -0.70
62 S 0.72
63 H 0.11
64 H 0.10
65 H 0.10
66 H 0.14
67 H 0.14
68 H 0.15

Record 5
A molecular structure, C5H5FHgO4. Source: the OMol25 dataset; level of theory: the ωB97M-V functional and the def2-TZVPD basis.

2S+1: 2
Net charge: +1
E_HOMO (spin up / spin down) in Eh: -0.5042 / -0.5356
Gap between HOMO and LUMO (spin up / spin down) in eV: 6.3 / 7.1
ΔE to the lowest compared entry with this formula, charge and spin in kJ/mol: 312.8
Expectation value of S²: 0.780

Positions of all 16 atoms, in Å:
C (1.094, -0.081, 0.814)
C (1.042, -0.187, -0.711)
O (2.395, -0.172, -1.075)
C (3.124, -0.672, -0.054)
O (2.387, -0.693, 1.059)
O (4.273, -0.989, -0.137)
O (0.123, -0.586, 1.509)
F (1.282, 1.259, 1.187)
H (-0.434, 0.212, -1.071)
Hg (-1.664, -0.590, 1.521)
H (0.621, -1.089, -1.168)
C (-2.948, 1.107, -0.138)
C (-2.140, 0.174, -0.634)
H (-2.779, 1.943, 0.547)
H (-4.003, 1.089, -0.437)
H (-2.373, -0.726, -1.212)

Löwdin charges in e:
1 C -0.63
2 C 0.01
3 O 0.13
4 C -0.53
5 O 0.19
6 O 0.23
7 O -0.28
8 F 0.09
9 H 0.21
10 Hg 1.44
11 H 0.14
12 C -0.05
13 C -0.17
14 H 0.08
15 H 0.09
16 H 0.06

Record 6
A single C6H14O molecule. Source: the OMol25 dataset; level of theory: the ωB97M-V functional and the def2-TZVPD basis.

Net charge: 0
E_HOMO in Eh: -0.3541
Gap between HOMO and LUMO in eV: 10.7
ΔE to the lowest compared entry with this formula, charge and spin in kJ/mol: 83.6
SMILES string: CCCCCOC

Positions of all 21 atoms, in Å:
C (-3.199, 0.382, -0.213)
C (-2.004, -0.307, 0.438)
C (-0.755, -0.261, -0.441)
C (0.496, -0.751, 0.279)
C (1.770, -0.689, -0.570)
O (2.892, -0.388, 0.232)
C (3.019, 0.991, 0.470)
H (-4.080, 0.356, 0.437)
H (-3.463, -0.100, -1.161)
H (-2.969, 1.432, -0.429)
H (-1.785, 0.172, 1.402)
H (-2.253, -1.352, 0.666)
H (-0.928, -0.847, -1.355)
H (-0.583, 0.774, -0.773)
H (0.351, -1.773, 0.653)
H (0.673, -0.126, 1.163)
H (1.985, -1.653, -1.042)
H (1.661, 0.056, -1.379)
H (3.512, 1.490, -0.377)
H (3.621, 1.118, 1.375)
H (2.042, 1.478, 0.626)

Löwdin charges in e:
1 C -0.12
2 C -0.28
3 C -0.24
4 C -0.19
5 C -0.24
6 O -0.20
7 C -0.12
8 H 0.07
9 H 0.07
10 H 0.07
11 H 0.11
12 H 0.11
13 H 0.12
14 H 0.11
15 H 0.12
16 H 0.11
17 H 0.12
18 H 0.12
19 H 0.09
20 H 0.09
21 H 0.08

Record 7
A molecular structure, C57H59N6OP3S2Ti. Source: the OMol25 dataset; level of theory: the ωB97M-V functional and the def2-TZVPD basis.

2S+1: 2
Net charge: +3
E_HOMO (spin up / spin down) in Eh: -0.5670 / -0.5666
Gap between HOMO and LUMO (spin up / spin down) in eV: 7.2 / 7.5
Expectation value of S²: 0.756

Positions of all 129 atoms, in Å:
Ti (0.344, -0.240, -0.052)
O (2.371, 2.505, -0.786)
S (0.986, 2.275, -0.334)
C (-0.140, 3.022, -1.504)
C (0.355, 4.016, -2.327)
C (-0.520, 4.653, -3.194)
C (-1.858, 4.282, -3.222)
C (-2.322, 3.246, -2.421)
C (-1.462, 2.584, -1.548)
P (-1.986, 1.090, -0.594)
C (-3.099, 1.789, 0.679)
C (-4.042, 0.946, 1.274)
C (-4.968, 1.445, 2.174)
C (-4.957, 2.798, 2.499)
C (-4.024, 3.640, 1.914)
C (-3.099, 3.141, 1.004)
C (-3.185, 0.320, -1.759)
C (-4.514, 0.742, -1.841)
C (-5.368, 0.194, -2.789)
C (-4.914, -0.781, -3.667)
C (-3.595, -1.209, -3.595)
C (-2.740, -0.661, -2.648)
C (0.570, 3.334, 1.048)
C (0.669, 4.712, 0.899)
C (0.262, 5.521, 1.943)
C (-0.266, 4.953, 3.099)
C (-0.338, 3.576, 3.243)
C (0.109, 2.744, 2.220)
P (0.336, 0.944, 2.408)
C (-0.751, 0.521, 3.815)
C (-2.021, 0.008, 3.571)
C (-2.908, -0.219, 4.614)
C (-2.524, 0.055, 5.918)
C (-1.254, 0.558, 6.173)
C (-0.368, 0.792, 5.131)
C (1.980, 0.901, 3.211)
C (2.336, -0.280, 3.866)
C (3.523, -0.350, 4.577)
C (4.380, 0.744, 4.617)
C (4.038, 1.914, 3.952)
C (2.838, 1.998, 3.255)
H (1.409, 4.275, -2.291)
H (-0.156, 5.436, -3.849)
H (-2.545, 4.787, -3.890)
H (-3.358, 2.946, -2.498)
H (-4.073, -0.105, 1.004)
H (-5.710, 0.789, 2.613)
H (-5.686, 3.195, 3.196)
H (-4.025, 4.698, 2.152)
H (-2.394, 3.819, 0.537)
H (-4.895, 1.499, -1.167)
H (-6.396, 0.535, -2.843)
H (-5.586, -1.207, -4.404)
H (-3.235, -1.970, -4.279)
H (-1.719, -1.005, -2.588)
H (1.061, 5.144, -0.014)
H (0.342, 6.597, 1.848)
H (-0.610, 5.592, 3.905)
H (-0.736, 3.153, 4.156)
H (-2.318, -0.198, 2.555)
H (-3.903, -0.604, 4.409)
H (-3.213, -0.119, 6.738)
H (-0.951, 0.775, 7.191)
H (0.616, 1.186, 5.351)
H (1.669, -1.135, 3.845)
H (3.780, -1.260, 5.109)
H (5.309, 0.690, 5.171)
H (4.700, 2.772, 3.986)
H (2.585, 2.929, 2.765)
N (-2.711, -2.346, -0.197)
N (-2.805, -2.855, 1.092)
C (-1.775, -2.808, 1.944)
N (-1.943, -3.375, 3.124)
S (-0.233, -2.131, 1.609)
H (-3.555, -1.834, -0.414)
H (-2.626, -3.109, -0.857)
H (-3.631, -3.376, 1.347)
H (-2.785, -3.871, 3.376)
H (-1.195, -3.340, 3.798)
C (1.388, -4.477, -3.431)
C (0.759, -4.469, -2.062)
N (0.482, -3.079, -1.674)
C (0.446, -2.031, -2.526)
N (0.453, -0.757, -2.012)
C (0.502, 0.365, -3.005)
C (0.955, -0.028, -4.391)
C (0.147, -1.223, -4.814)
N (0.346, -2.295, -3.829)
C (0.499, -3.669, -4.346)
H (1.480, -5.497, -3.801)
H (2.384, -4.031, -3.392)
H (1.424, -4.913, -1.326)
H (-0.168, -5.047, -2.074)
H (0.546, -2.855, -0.702)
H (1.183, 1.126, -2.642)
H (-0.486, 0.804, -3.097)
H (2.008, -0.288, -4.404)
H (0.799, 0.814, -5.066)
H (0.471, -1.596, -5.783)
H (-0.913, -0.974, -4.891)
H (0.934, -3.594, -5.339)
H (-0.480, -4.143, -4.448)
C (4.028, 0.108, 0.788)
P (2.815, -1.187, 0.330)
C (3.174, -2.554, 1.481)
C (4.214, -2.461, 2.401)
C (4.558, -3.553, 3.189)
C (3.876, -4.753, 3.061)
C (2.851, -4.864, 2.127)
C (2.508, -3.773, 1.346)
C (3.634, -1.784, -1.209)
C (4.342, -2.985, -1.249)
C (5.104, -3.313, -2.366)
C (5.179, -2.442, -3.443)
C (4.499, -1.232, -3.397)
C (3.728, -0.906, -2.289)
H (5.007, -0.212, 0.442)
H (4.051, 0.270, 1.862)
H (3.767, 1.042, 0.300)
H (4.781, -1.545, 2.503)
H (5.377, -3.465, 3.894)
H (4.150, -5.605, 3.671)
H (2.331, -5.808, 2.002)
H (1.725, -3.888, 0.613)
H (4.322, -3.669, -0.410)
H (5.661, -4.243, -2.379)
H (5.788, -2.694, -4.304)
H (4.598, -0.530, -4.218)
H (3.263, 0.069, -2.225)

Here are the Löwdin charges for atoms 1 to 99, given in e:
1 Ti 0.42
2 O -0.42
3 S 0.85
4 C -0.40
5 C -0.06
6 C -0.02
7 C -0.02
8 C -0.04
9 C -0.35
10 P 1.09
11 C -0.37
12 C -0.14
13 C -0.06
14 C -0.04
15 C -0.04
16 C -0.07
17 C -0.37
18 C -0.09
19 C -0.04
20 C -0.04
21 C -0.06
22 C -0.13
23 C -0.37
24 C -0.04
25 C -0.02
26 C -0.02
27 C -0.04
28 C -0.37
29 P 1.01
30 C -0.36
31 C -0.13
32 C -0.07
33 C -0.05
34 C -0.04
35 C -0.08
36 C -0.38
37 C -0.13
38 C -0.07
39 C -0.04
40 C -0.05
41 C -0.08
42 H 0.13
43 H 0.13
44 H 0.13
45 H 0.11
46 H 0.09
47 H 0.12
48 H 0.12
49 H 0.12
50 H 0.11
51 H 0.11
52 H 0.12
53 H 0.12
54 H 0.11
55 H 0.06
56 H 0.12
57 H 0.13
58 H 0.13
59 H 0.11
60 H 0.05
61 H 0.11
62 H 0.12
63 H 0.12
64 H 0.12
65 H 0.10
66 H 0.12
67 H 0.12
68 H 0.12
69 H 0.11
70 N 0.06
71 N -0.05
72 C -0.73
73 N 0.15
74 S 0.72
75 H 0.08
76 H 0.11
77 H 0.17
78 H 0.14
79 H 0.12
80 C -0.13
81 C -0.14
82 N 0.10
83 C -0.35
84 N -0.09
85 C -0.21
86 C -0.12
87 C -0.10
88 N 0.01
89 C -0.10
90 H 0.14
91 H 0.12
92 H 0.12
93 H 0.13
94 H 0.01
95 H 0.08
96 H 0.10
97 H 0.11
98 H 0.14
99 H 0.14

Record 8
A single C5H7NO molecule. Source: the OMol25 dataset; level of theory: the ωB97M-V functional and the def2-TZVPD basis.

Net charge: 0
E_HOMO in Eh: -0.3044
Gap between HOMO and LUMO in eV: 8.3
ΔE to the lowest compared entry with this formula, charge and spin in kJ/mol: 590.4
SMILES string: [H]/N=C(C=C)/C=C/O

Positions of all 14 atoms, in Å:
C (-0.346, 1.110, 0.079)
C (1.858, 0.263, 0.238)
C (0.630, 0.076, -0.352)
C (-1.418, -0.162, -0.176)
C (-1.651, -1.199, 0.619)
O (2.801, -0.675, 0.351)
N (-0.319, 2.290, -0.344)
H (2.453, -1.534, 0.066)
H (-1.134, 2.587, -0.887)
H (2.173, 1.242, 0.566)
H (0.603, -0.763, -1.060)
H (-2.196, 0.170, -0.856)
H (-0.853, -1.694, 1.152)
H (-2.602, -1.710, 0.603)

Löwdin charges in e:
1 C -0.29
2 C -0.18
3 C -0.16
4 C -0.14
5 C -0.01
6 O 0.02
7 N 0.14
8 H 0.11
9 H 0.06
10 H 0.12
11 H 0.13
12 H 0.09
13 H 0.06
14 H 0.05

no.,largest force on an atom (Eh/bohr)
1,0.1122
2,0.0067
3,0.0209
4,0.0034
5,0.1463
6,0.0057
7,0.0169
8,0.1639